Model a:
Computed, not measured: an isolated ion of composition C4H11N2 and charge +1, with ωB97M-V/def2-TZVPD.

Properties
net charge: +1
highest occupied orbital energy: -0.4847 Ha
Kohn-Sham gap: 7.80 eV
SMILES string: CN(C)CC=[NH2+]

Structure (XYZ):
```
17
C4H11N2, DFT ωB97M-V/def2-TZVPD
C -0.5202 -0.7634 -2.0065
N 0.1651 0.0446 -1.0077
C -0.4944 1.2922 -0.7350
C 0.2027 -0.5558 0.2739
C 0.4191 0.2621 1.6448
N 1.3471 -0.2548 2.4169
H -0.6870 -0.0475 -2.8314
H 0.0716 -1.5831 -2.1752
H -1.4924 -1.0932 -1.7038
H 0.1261 2.0899 -0.1827
H -0.8791 1.7054 -1.6503
H -1.3652 1.1293 -0.1791
H 0.9083 -1.3489 0.3112
H -0.7992 -1.0553 0.5739
H -0.2775 1.0561 1.7599
H 1.7649 -1.1388 2.2282
H 1.5101 0.2613 3.2630
```

For each atom in turn, the Löwdin charge in e is:
1. C -0.041
2. N -0.249
3. C -0.114
4. C -0.188
5. C 0.082
6. N 0.240
7. H 0.114
8. H 0.069
9. H 0.089
10. H 0.132
11. H 0.093
12. H 0.068
13. H 0.108
14. H 0.174
15. H 0.129
16. H 0.145
17. H 0.150



Model b:
Computed, not measured: an isolated ion of composition C4H11N2 and charge +1, with ωB97M-V/def2-TZVPD.

Properties
net charge: +1
highest occupied orbital energy: -0.4968 Ha
Kohn-Sham gap: 9.68 eV
SMILES string: C/C=[NH+]/N(C)C

Structure (XYZ):
```
17
C4H11N2, DFT ωB97M-V/def2-TZVPD
C -2.7635 0.2761 -0.0879
C -1.3711 -0.1454 -0.2215
N -0.3907 0.4961 0.2432
N 0.8718 0.1726 -0.0859
C 2.0324 0.8350 0.5935
C 1.2354 -1.2050 -0.5939
H -3.2658 -0.1642 -0.9047
H -2.8324 1.3679 0.0900
H -3.2202 -0.2825 0.7993
H -1.0567 -1.0982 -0.6920
H -0.5651 1.4372 0.7833
H 1.8424 1.9207 0.9140
H 2.3507 0.3974 1.4876
H 2.8277 0.8362 -0.2077
H 1.1278 -2.1135 0.1671
H 0.8034 -1.4067 -1.5133
H 2.3738 -1.3236 -0.7711
```

For each atom in turn, the Löwdin charge in e is:
1. C -0.018
2. C -0.103
3. N 0.068
4. N -0.212
5. C -0.027
6. C -0.037
7. H 0.078
8. H 0.109
9. H 0.134
10. H 0.145
11. H 0.254
12. H 0.115
13. H 0.061
14. H 0.113
15. H 0.146
16. H 0.048
17. H 0.126



Short version: model a is the most stable of them.



Model a:
Computed, not measured: a 2-piece molecular cluster, C4H11N2 overall, with ωB97M-V/def2-TZVPD.

Properties
net charge: +1
highest occupied orbital energy: -0.5161 Ha
Kohn-Sham gap: 6.96 eV

Structure (XYZ):
```
17
C4H11N2, DFT ωB97M-V/def2-TZVPD
C -1.9280 0.7789 -0.8330
C -1.6663 -0.6362 -0.2740
C -0.2805 -0.7889 0.1115
C 0.9076 -1.2699 -0.1031
N 2.1471 -0.5729 -0.1585
N 0.5998 1.8566 1.0995
H -1.7357 1.5436 -0.0842
H -2.9616 0.8715 -1.1523
H -1.2832 0.9827 -1.6866
H -2.3199 -0.8499 0.5739
H -1.8830 -1.3846 -1.0437
H 1.0405 -2.3549 -0.1591
H 2.4840 -0.5035 -1.1138
H 2.8322 -1.0492 0.4205
H 0.3711 0.8599 1.0149
H 0.5542 2.0835 2.0903
H 1.5712 1.8710 0.8172
```

For each atom in turn, the Löwdin charge in e is:
1. C -0.043
2. C -0.172
3. C 0.191
4. C -0.097
5. N 0.070
6. N 0.057
7. H 0.072
8. H 0.096
9. H 0.095
10. H 0.137
11. H 0.156
12. H 0.177
13. H 0.118
14. H 0.111
15. H -0.036
16. H 0.046
17. H 0.020



Model b:
Computed, not measured: an isolated ion of composition C4H11N2 and charge +1, with ωB97M-V/def2-TZVPD.

Properties
net charge: +1
highest occupied orbital energy: -0.5474 Ha
Kohn-Sham gap: 9.57 eV
SMILES string: CCCNC=[NH2+]

Structure (XYZ):
```
17
C4H11N2, DFT ωB97M-V/def2-TZVPD
C 1.1592 1.9261 -0.0656
C 1.8594 0.5306 0.2541
C 1.0291 -0.6891 0.4683
N -0.4611 -0.8231 0.5230
C -1.3555 -0.2227 -0.1703
N -2.2670 -0.7839 -1.0099
H 0.3646 2.0250 0.7090
H 0.6369 2.0985 -1.0445
H 1.9226 2.6092 0.0141
H 2.4516 0.6487 1.2328
H 2.6000 0.3606 -0.5935
H 1.2335 -0.9291 1.4832
H 1.3060 -1.5454 -0.1469
H -0.7328 -1.6831 0.9669
H -1.5384 0.7923 0.1626
H -3.2252 -0.8007 -0.6554
H -2.0747 -1.5966 -1.6394
```

For each atom in turn, the Löwdin charge in e is:
1. C -0.080
2. C -0.204
3. C -0.154
4. N 0.081
5. C -0.149
6. N 0.177
7. H 0.074
8. H 0.090
9. H 0.037
10. H 0.139
11. H 0.133
12. H 0.110
13. H 0.136
14. H 0.167
15. H 0.149
16. H 0.138
17. H 0.155



Short version: model b is the most stable of them.